Formula: C91H145N11O24P6
Source: the Open Molecules 2025 dataset
Level of theory: wB97M-V/def2-TZVPD

Computed properties:
- Strongest force on any atom: 4.47 eV/Å
- E_HOMO: -0.3369 Ha
- HOMO-LUMO gap: 9.57 eV

Each line ends with the Löwdin charge.
Cartesian coordinates (Å):
1 N 21.2166 18.5959 12.0980  0.055
2 C 22.0910 19.0504 13.0340  -0.141
3 C 23.3798 18.5316 13.1005  -0.056
4 C 23.8497 17.5516 12.1500  -0.065
5 C 22.9412 17.1469 11.1872  -0.067
6 C 21.6295 17.7414 11.1626  -0.124
7 H 21.7080 19.6756 13.8270  0.088
8 H 24.0224 18.7802 13.9322  0.086
9 H 24.8484 17.1431 12.1969  0.106
10 H 23.1871 16.3408 10.5119  0.094
11 H 20.8831 17.4544 10.4366  0.096
12 N 16.3503 29.9329 16.8205  0.056
13 C 15.2124 30.0496 16.1337  -0.186
14 C 14.3985 28.9831 15.8077  -0.076
15 C 14.7182 27.7167 16.3790  -0.066
16 C 15.8755 27.5381 17.1114  -0.061
17 C 16.7000 28.6758 17.3189  -0.090
18 H 15.0577 31.0245 15.6955  0.099
19 H 13.4994 29.1369 15.2295  0.088
20 H 14.0155 26.9334 16.1357  0.090
21 H 16.0778 26.5809 17.5690  0.076
22 H 17.6071 28.5980 17.8999  0.073
23 N 17.5856 22.5599 11.4041  0.062
24 C 16.8548 21.6371 12.0833  -0.112
25 C 17.5373 20.6762 12.8306  -0.081
26 C 18.8887 20.6498 12.8312  -0.099
27 C 19.5919 21.5569 12.0532  -0.081
28 C 18.9187 22.4645 11.3226  -0.174
29 H 15.7836 21.6939 11.9576  0.099
30 H 17.0011 19.9716 13.4490  0.076
31 H 19.3300 19.8787 13.4453  0.080
32 H 20.6560 21.4057 11.9473  0.093
33 H 19.3966 23.1922 10.6835  0.081
34 N 12.3358 26.4029 10.6236  0.056
35 C 12.5451 27.6760 10.2956  -0.166
36 C 13.0740 28.6103 11.2089  -0.061
37 C 13.5177 28.2007 12.5136  -0.066
38 C 13.3098 26.8546 12.8493  -0.071
39 C 12.7492 26.0157 11.8892  -0.118
40 H 12.2077 28.0158 9.3275  0.096
41 H 13.2784 29.6434 10.9695  0.088
42 H 14.0088 28.9814 13.0755  0.078
43 H 13.6249 26.5014 13.8200  0.072
44 H 12.5646 25.0004 12.2077  0.084
45 N 21.4752 24.7990 10.5182  0.045
46 C 22.1311 25.0045 11.7233  -0.122
47 C 23.4867 25.3095 11.7890  -0.083
48 C 24.1929 25.4419 10.5731  -0.065
49 C 23.5071 25.3188 9.3602  -0.079
50 C 22.1754 24.8794 9.3617  -0.145
51 H 21.5207 25.0245 12.6140  0.073
52 H 23.9652 25.5699 12.7215  0.081
53 H 25.2521 25.6513 10.5501  0.098
54 H 23.8988 25.5915 8.3914  0.093
55 H 21.5389 24.7328 8.5016  0.097
56 N 18.9910 26.3918 13.6983  0.060
57 C 18.6795 25.9584 12.4258  -0.124
58 C 17.8729 26.7678 11.5788  -0.042
59 C 17.4146 27.9725 12.0784  -0.106
60 C 17.6904 28.3731 13.3431  -0.088
61 C 18.5477 27.6034 14.1402  -0.121
62 H 19.0929 25.0323 12.0544  0.063
63 H 17.7934 26.5786 10.5184  0.104
64 H 16.7886 28.6558 11.5237  0.103
65 H 17.3421 29.2857 13.8038  0.096
66 H 18.8983 27.8565 15.1298  0.096
67 N 14.4900 23.0044 21.4471  0.053
68 C 14.9514 22.7855 20.2020  -0.143
69 C 14.5359 23.6376 19.1451  -0.076
70 C 13.6022 24.6572 19.4104  -0.059
71 C 13.1645 24.8445 20.7561  -0.081
72 C 13.6256 24.0327 21.7766  -0.121
73 H 15.4967 21.8861 19.9565  0.068
74 H 14.8409 23.4480 18.1266  0.073
75 H 13.2146 25.1543 18.5334  0.097
76 H 12.5033 25.6591 21.0120  0.092
77 H 13.3619 24.1711 22.8147  0.098
78 N 19.5766 26.5483 19.1715  0.064
79 C 18.9963 25.3633 19.0143  -0.136
80 C 17.6808 25.1623 19.4551  -0.054
81 C 16.9798 26.1901 20.0880  -0.075
82 C 17.6442 27.4000 20.3336  -0.079
83 C 18.9248 27.5527 19.7834  -0.170
84 H 19.5311 24.5306 18.5820  0.074
85 H 17.1270 24.2446 19.3230  0.063
86 H 15.9763 26.0475 20.4608  0.095
87 H 17.1703 28.1142 20.9907  0.105
88 H 19.4295 28.4704 20.0472  0.105
89 N 15.6008 16.1251 13.0454  0.052
90 C 16.6827 16.8919 13.2676  -0.141
91 C 17.8943 16.6603 12.5658  -0.037
92 C 17.9452 15.6379 11.5721  -0.057
93 C 16.7949 14.8521 11.3685  -0.090
94 C 15.6683 15.0902 12.1860  -0.151
95 H 16.6066 17.6872 13.9943  0.082
96 H 18.7821 17.2453 12.7556  0.072
97 H 18.8106 15.4015 10.9708  0.094
98 H 16.7445 14.0267 10.6738  0.095
99 H 14.7925 14.5129 11.9289  0.098
100 N 24.2854 23.4804 13.9429  0.063
101 C 23.4764 22.4340 14.3037  -0.104
102 C 23.9649 21.3786 15.0990  -0.067
103 C 25.2682 21.4406 15.5426  -0.073
104 C 26.0785 22.5111 15.2084  -0.074
105 C 25.5470 23.5060 14.4118  -0.156
106 H 22.4243 22.3946 14.0630  0.080
107 H 23.3939 20.4841 15.2997  0.055
108 H 25.6478 20.7392 16.2709  0.109
109 H 27.0429 22.5586 15.6923  0.104
110 H 26.1021 24.4075 14.1983  0.101
111 N 26.1211 25.6731 19.0382  0.043
112 C 25.2902 25.7281 20.1381  -0.120
113 C 23.9258 25.7227 19.9314  -0.095
114 C 23.3443 25.5484 18.6865  -0.077
115 C 24.1811 25.3628 17.5960  -0.066
116 C 25.5671 25.4687 17.8102  -0.143
117 H 25.8229 25.7776 21.0763  0.099
118 H 23.2938 25.8911 20.7909  0.095
119 H 22.2678 25.4625 18.6813  0.086
120 H 23.8467 25.2340 16.5772  0.083
121 H 26.2590 25.4524 16.9811  0.088
122 C 18.5615 15.3550 23.1406  -0.064
123 C 18.5287 15.7918 21.6919  -0.263
124 O 17.3744 16.6491 21.6127  -0.171
125 P 17.5097 18.0070 20.7912  0.496
126 O 18.4048 17.9126 19.6242  -0.221
127 O 17.8931 19.1177 21.9134  -0.184
128 C 18.0959 20.4640 21.6158  -0.262
129 C 17.0544 21.2732 22.4471  -0.053
130 O 15.9435 18.3652 20.4583  -0.168
131 C 15.7077 19.1664 19.3084  -0.273
132 C 15.4352 18.1403 18.2084  -0.069
133 H 19.4549 14.7842 23.3936  0.081
134 H 18.4345 16.2597 23.7353  0.086
135 H 17.6754 14.7628 23.3690  0.077
136 H 19.4768 16.2953 21.5025  0.096
137 H 18.4691 15.0512 20.8945  0.122
138 H 19.0739 20.6743 22.0488  0.093
139 H 18.0996 20.6393 20.5400  0.103
140 H 16.9256 22.3261 22.1963  0.051
141 H 16.0747 20.8380 22.2499  0.060
142 H 17.2204 21.1632 23.5188  0.080
143 H 14.7915 19.7567 19.3279  0.112
144 H 16.5507 19.7774 18.9857  0.086
145 H 15.2177 18.5980 17.2434  0.057
146 H 16.3286 17.5454 18.0186  0.035
147 H 14.5861 17.5127 18.4790  0.090
148 C 20.9647 24.2888 15.7022  -0.069
149 C 19.8624 23.2549 15.4643  -0.215
150 O 19.2885 22.8831 16.7385  -0.219
151 P 17.8087 22.1957 16.8137  0.520
152 O 17.1571 22.0955 18.1373  -0.231
153 O 16.9534 22.8738 15.5952  -0.186
154 C 16.4647 24.1963 15.6571  -0.282
155 C 16.1771 24.5803 14.1988  -0.055
156 O 18.2180 20.7524 16.2349  -0.204
157 C 19.1921 19.8978 16.8389  -0.243
158 C 18.8427 18.4627 16.5280  -0.066
159 H 20.5658 25.2659 15.9748  0.071
160 H 21.7544 24.0786 16.4236  0.050
161 H 21.5311 24.5140 14.7986  0.048
162 H 19.1035 23.7260 14.8396  0.098
163 H 20.2804 22.3624 14.9985  0.098
164 H 15.4606 24.3173 16.0637  0.090
165 H 17.1585 24.9617 16.0048  0.110
166 H 17.0605 24.3124 13.6192  0.047
167 H 15.3614 23.9162 13.9129  0.073
168 H 15.8862 25.6179 14.0346  0.070
169 H 20.0926 20.1706 16.2885  0.103
170 H 19.3693 20.0410 17.9048  0.105
171 H 17.7703 18.3608 16.6944  0.055
172 H 19.0298 18.1315 15.5066  0.065
173 H 19.3421 17.7382 17.1714  0.064
174 C 14.3234 20.1335 14.9831  -0.061
175 C 13.6558 20.9948 15.9828  -0.349
176 O 12.4662 21.3625 15.4522  -0.164
177 P 11.9497 22.8259 15.8829  0.504
178 O 12.8497 23.9682 15.5327  -0.242
179 O 10.4616 22.8525 15.2292  -0.177
180 C 10.3138 23.1939 13.8965  -0.289
181 C 10.5544 21.9428 13.0604  -0.065
182 O 11.7467 22.7807 17.4696  -0.181
183 C 11.0995 21.6917 18.1050  -0.259
184 C 9.6201 22.0641 18.2571  -0.065
185 H 13.9864 19.0976 15.0183  0.087
186 H 14.2920 20.5439 13.9738  0.087
187 H 15.3578 20.0158 15.3060  0.059
188 H 13.5435 20.4621 16.9272  0.117
189 H 14.3574 21.7989 16.2048  0.108
190 H 9.2596 23.4474 13.7843  0.127
191 H 11.0445 23.9506 13.6108  0.093
192 H 10.5129 22.1866 11.9988  0.080
193 H 11.5493 21.5249 13.2144  0.064
194 H 9.7618 21.2399 13.3170  0.084
195 H 11.2464 20.7199 17.6337  0.115
196 H 11.5760 21.5587 19.0762  0.120
197 H 9.4978 23.1152 18.5185  0.085
198 H 9.0143 21.8167 17.3855  0.070
199 H 9.0943 21.4619 18.9981  0.074
200 C 21.1044 22.1152 19.1798  -0.036
201 C 21.9323 22.4782 20.4402  -0.298
202 O 21.3280 21.9002 21.5164  -0.218
203 P 21.8150 22.1102 23.0902  0.524
204 O 21.1502 21.2120 24.0784  -0.233
205 O 21.4307 23.6746 23.3008  -0.198
206 C 20.0628 24.1050 23.1560  -0.242
207 C 20.1320 25.5649 22.6353  -0.052
208 O 23.4188 22.1315 23.0082  -0.172
209 C 24.0483 20.8821 23.0623  -0.296
210 C 24.2846 20.4992 24.5289  -0.062
211 H 20.1045 22.5349 19.2896  0.058
212 H 21.5632 22.4633 18.2543  0.072
213 H 20.9804 21.0368 19.0805  0.057
214 H 22.9545 22.1428 20.2645  0.122
215 H 21.8610 23.5521 20.6127  0.099
216 H 19.5575 23.4925 22.4092  0.102
217 H 19.4942 24.0238 24.0824  0.121
218 H 20.6512 26.2662 23.2885  0.080
219 H 20.6131 25.4913 21.6600  0.053
220 H 19.0859 25.8624 22.5625  0.069
221 H 23.4163 20.1118 22.6203  0.088
222 H 24.9393 20.8156 22.4380  0.127
223 H 25.0058 21.1935 24.9602  0.075
224 H 23.4109 20.5918 25.1741  0.072
225 H 24.7511 19.5230 24.3968  0.080
226 C 21.8992 18.6503 20.6603  -0.059
227 C 21.7969 17.4891 19.6770  -0.268
228 O 23.0402 17.4565 18.9891  -0.196
229 P 23.0567 17.6383 17.3458  0.503
230 O 22.5470 18.9048 16.8440  -0.213
231 O 22.3272 16.3013 16.8889  -0.167
232 C 21.7492 16.0975 15.6023  -0.233
233 C 22.8238 15.4900 14.7054  -0.055
234 O 24.6468 17.3029 16.9844  -0.203
235 C 25.3180 16.2309 17.6544  -0.263
236 C 25.8797 15.2320 16.6292  -0.068
237 H 20.8923 18.8933 20.9996  0.071
238 H 22.4349 18.2064 21.4994  0.078
239 H 22.3369 19.5790 20.2941  0.068
240 H 21.7083 16.6054 20.3090  0.116
241 H 20.9001 17.6026 19.0680  0.091
242 H 20.8769 15.4609 15.7505  0.104
243 H 21.3492 16.9777 15.0989  0.101
244 H 22.4432 15.3143 13.6992  0.066
245 H 23.6644 16.1830 14.6715  0.063
246 H 23.1291 14.5317 15.1256  0.070
247 H 26.1742 16.6726 18.1643  0.113
248 H 24.7387 15.7715 18.4553  0.113
249 H 25.1123 14.6055 16.1746  0.050
250 H 26.4400 15.6446 15.7902  0.078
251 H 26.5057 14.4728 17.0983  0.075
252 C 16.7336 11.3625 12.6727  -0.058
253 C 17.9429 12.2160 13.0895  -0.286
254 O 18.6684 11.6890 14.1912  -0.184
255 P 19.5901 12.6398 15.1620  0.549
256 O 20.2167 11.8800 16.3179  -0.255
257 O 20.6735 13.2119 14.0711  -0.206
258 C 21.6517 12.3278 13.5678  -0.289
259 C 21.9419 12.6859 12.0876  -0.061
260 O 18.7441 13.9834 15.4963  -0.200
261 C 17.5828 13.9232 16.2576  -0.291
262 C 17.3630 15.2809 16.8813  -0.057
263 H 15.8869 11.3887 13.3586  0.077
264 H 16.3673 11.5380 11.6611  0.070
265 H 17.1152 10.3415 12.6648  0.075
266 H 18.6070 12.3506 12.2357  0.114
267 H 17.5355 13.1889 13.3647  0.083
268 H 22.5375 12.3941 14.1995  0.108
269 H 21.5069 11.2490 13.5096  0.120
270 H 22.0020 13.7673 11.9651  0.056
271 H 22.9117 12.3341 11.7358  0.073
272 H 21.2934 12.1388 11.4033  0.070
273 H 16.6981 13.7259 15.6521  0.119
274 H 17.7373 13.1439 17.0039  0.124
275 H 16.3220 15.3150 17.2026  0.084
276 H 17.9624 15.4476 17.7763  0.079
277 H 17.6327 16.0444 16.1516  0.061